Record 1
This record from the Open Molecules 2025 dataset describes a cluster of 2 separate species, C4H6O2 in total. The level of theory is the ωB97M-V functional and the def2-TZVPD basis.

Cartesian coordinates (Å):
1 C 0.756453 -0.024538 -0.766002
2 C -0.771271 -0.120949 -0.786288
3 O -1.614162 0.197485 -1.571756
4 H 1.222728 0.953693 -0.910021
5 H 1.031393 -0.019001 1.472458
6 H 1.447318 -1.569690 0.720048
7 H -0.598217 2.263617 0.749495
8 O -1.517412 -1.517199 1.230529
9 H -1.120880 2.175677 0.230046
10 C 0.807883 -0.687437 0.631243
11 C -0.714824 -0.945667 0.555031
12 H 1.070992 -0.705989 -1.554783

Force components x, y, z for each atom (eV/Å):
0.083 0.132 0.070
-0.375 0.059 -0.685
0.349 -0.153 0.597
-0.209 -0.185 0.040
-0.035 -0.018 -0.268
-0.242 0.062 0.011
-0.007 0.049 0.039
0.512 0.295 -0.418
0.001 0.077 0.058
0.034 -0.080 0.040
-0.461 -0.226 0.585
0.351 -0.013 -0.069

Properties
- HOMO level: -9.544 eV
- Relative energy (zero: lowest compared OMol25 entry of this formula, charge and spin): 241.59 kJ/mol
- Total charge: 0
- HOMO-LUMO gap: 0.327 Eh
- LUMO energy: -0.6 eV
- E_tot: -8337.9572 eV

***

Record 2
This record from the Open Molecules 2025 dataset describes an isolated molecule of C3H10N4S at a distorted geometry. The level of theory is the ωB97M-V functional and the def2-TZVPD basis.

Cartesian coordinates (Å):
1 H 0.931927 0.194509 -1.275354
2 H -0.458943 0.543403 2.673177
3 H 1.127175 1.234577 3.031214
4 C -0.538554 -1.183394 -0.749461
5 N 0.096679 -2.131769 -1.561088
6 H 1.002902 -0.157468 1.962058
7 H -0.779825 1.724680 -0.698487
8 H -0.425357 -2.990461 -1.612681
9 H -1.929505 -0.746751 0.418038
10 S 0.961238 -1.739537 -2.968434
11 H -0.181568 2.617108 1.326347
12 H 1.335900 1.958125 0.689729
13 C 0.348152 1.689164 1.047670
14 N -1.629336 -1.518626 -0.188053
15 N 0.166350 -0.000597 -0.593400
16 C 0.500043 0.773348 2.248779
17 H -0.050155 -1.329525 -3.768146
18 N -0.477122 1.063214 0.018092

Force components x, y, z for each atom (eV/Å):
-0.997 -0.251 0.808
-0.482 -0.186 0.216
-0.268 -0.043 -0.332
-0.070 0.030 0.068
0.461 0.085 -0.366
-0.203 0.121 -0.007
0.098 -0.049 0.379
-0.147 -0.026 0.075
0.061 -0.311 -0.166
-0.215 0.003 0.287
0.267 -0.304 -0.043
0.335 0.181 -0.311
-0.588 0.229 0.396
0.065 0.486 0.166
0.935 -0.385 -0.967
0.813 0.104 0.113
0.050 -0.005 0.000
-0.113 0.323 -0.316

Properties
- HOMO level: -8.956 eV
- Relative energy (zero: lowest compared OMol25 entry of this formula, charge and spin): 0.00 kJ/mol
- Total charge: 0
- HOMO-LUMO gap: 0.354 Eh
- LUMO energy: 0.7 eV
- E_tot: -20067.7628 eV

***

Record 3
This record from the Open Molecules 2025 dataset describes a cluster of 2 separate species, C3H4ClN3 in total at a distorted geometry. The level of theory is the ωB97M-V functional and the def2-TZVPD basis.

Cartesian coordinates (Å):
1 C 1.606293 -0.167384 -0.142406
2 H -1.660432 -1.561186 -1.104872
3 H -0.328874 2.221220 0.006273
4 C 0.633690 2.022951 -0.396709
5 C -1.557312 -0.891981 0.675697
6 N -1.286623 -1.765324 -0.223706
7 H -0.705581 -2.513782 0.033311
8 N 1.293231 0.955811 -0.222790
9 Cl 2.343758 -1.190141 0.913205
10 N -1.592467 0.039317 1.364465
11 H 1.254317 2.850504 -0.902470

Force components x, y, z for each atom (eV/Å):
0.291 -3.631 -1.525
-0.082 -0.471 -1.466
-0.611 -0.317 0.271
2.426 2.744 -1.420
0.588 3.074 1.925
-0.463 -1.059 -0.329
0.605 -1.040 -0.374
-1.407 2.424 0.796
0.642 -0.082 1.056
-0.618 -0.483 0.220
-1.371 -1.159 0.846

Properties
- HOMO level: -7.673 eV
- Relative energy (zero: lowest compared OMol25 entry of this formula, charge and spin): 388.00 kJ/mol
- Total charge: 0
- HOMO-LUMO gap: 0.296 Eh
- LUMO energy: 0.4 eV
- E_tot: -20164.5365 eV

***

Question: Which of these has the highest relative energy (zero: lowest compared OMol25 entry of this formula, charge and spin)?
Answer: C3H4ClN3

***

Question: What is the formula in the third record?
Answer: C3H4ClN3

***

Question: Among the records above, which one has the highest relative energy (zero: lowest compared OMol25 entry of this formula, charge and spin)?
Answer: C3H4ClN3

***

Please write out number 1 again, unchanged.
This record from the Open Molecules 2025 dataset describes a cluster of 2 separate species, C4H6O2 in total. The level of theory is the ωB97M-V functional and the def2-TZVPD basis.

Cartesian coordinates (Å):
1 C 0.756453 -0.024538 -0.766002
2 C -0.771271 -0.120949 -0.786288
3 O -1.614162 0.197485 -1.571756
4 H 1.222728 0.953693 -0.910021
5 H 1.031393 -0.019001 1.472458
6 H 1.447318 -1.569690 0.720048
7 H -0.598217 2.263617 0.749495
8 O -1.517412 -1.517199 1.230529
9 H -1.120880 2.175677 0.230046
10 C 0.807883 -0.687437 0.631243
11 C -0.714824 -0.945667 0.555031
12 H 1.070992 -0.705989 -1.554783

Force components x, y, z for each atom (eV/Å):
0.083 0.132 0.070
-0.375 0.059 -0.685
0.349 -0.153 0.597
-0.209 -0.185 0.040
-0.035 -0.018 -0.268
-0.242 0.062 0.011
-0.007 0.049 0.039
0.512 0.295 -0.418
0.001 0.077 0.058
0.034 -0.080 0.040
-0.461 -0.226 0.585
0.351 -0.013 -0.069

Properties
- HOMO level: -9.544 eV
- Relative energy (zero: lowest compared OMol25 entry of this formula, charge and spin): 241.59 kJ/mol
- Total charge: 0
- HOMO-LUMO gap: 0.327 Eh
- LUMO energy: -0.6 eV
- E_tot: -8337.9572 eV